(1)
Entry from the OMol25 dataset: a molecular structure, Cl6V in a non-equilibrium geometry (ωB97M-V with the def2-TZVPD basis set).

- E_HOMO (spin up / spin down) (eV) = 1.497 / 1.498
- LUMO (spin up / spin down) (eV) = 8.59 / 8.60
- energy above the lowest of the compared OMol25 structures with the same formula, charge and spin (kcal per mole) = 2.99
- ⟨S²⟩ = 2.021

Structure (ORCA input):
```
! RIJCOSX wB97M-V def2-TZVPD def2/J DEFGRID3
* xyz -3 3
V -10.33176 -7.34240 -11.29102
Cl -9.53794 -5.70690 -13.41899
Cl -11.42873 -5.42371 -10.21217
Cl -8.07674 -6.46435 -10.35975
Cl -10.32057 -9.05633 -9.42387
Cl -12.67495 -7.48530 -12.57468
Cl -9.45923 -9.23049 -12.69223
*
```

(2)
Entry from the OMol25 dataset: 2 unconnected molecules or ions with the total composition ClF2OS in a non-equilibrium geometry (ωB97M-V with the def2-TZVPD basis set).

- E_HOMO (spin up / spin down) (eV) = -18.376 / -17.850
- LUMO (spin up / spin down) (eV) = -11.16 / -10.14
- energy above the lowest of the compared OMol25 structures with the same formula, charge and spin (kcal per mole) = 73.06

Structure (ORCA input):
```
! RIJCOSX wB97M-V def2-TZVPD def2/J DEFGRID3
* xyz 1 1
O 1.08101 -0.91655 0.94005
F 0.68870 -0.20481 -1.58998
F 0.47076 1.32895 0.39854
S 0.33999 -0.15172 0.02003
Cl -2.58047 -0.05588 0.23135
*
```

(3)
Entry from the OMol25 dataset: ClFIPS in the gas phase in a non-equilibrium geometry (ωB97M-V with the def2-TZVPD basis set).

- SMILES = F[P@](=S)(Cl)I
- E_HOMO (spin up / spin down) (eV) = -9.535 / -9.021
- LUMO (spin up / spin down) (eV) = -2.96 / -2.66
- energy above the lowest of the compared OMol25 structures with the same formula, charge and spin (kcal per mole) = 69.46

Structure (ORCA input):
```
! RIJCOSX wB97M-V def2-TZVPD def2/J DEFGRID3
* xyz 0 1
F 0.19694 0.04228 -1.41907
P -0.02972 0.05401 0.16950
S 2.49480 0.23692 0.85817
Cl -0.52031 -1.79311 0.44366
I -2.14170 1.45989 -0.05225
*
```

(4)
Entry from the OMol25 dataset: 2 unconnected molecules or ions with the total composition ClFN2O2 in a non-equilibrium geometry (ωB97M-V with the def2-TZVPD basis set).

- E_HOMO (spin up / spin down) (eV) = -11.826 / -11.833
- LUMO (spin up / spin down) (eV) = -4.77 / -4.78
- energy above the lowest of the compared OMol25 structures with the same formula, charge and spin (kcal per mole) = 64.28

Structure (ORCA input):
```
! RIJCOSX wB97M-V def2-TZVPD def2/J DEFGRID3
* xyz 0 1
N 0.58207 -0.46926 -0.41355
N 0.20169 0.50252 0.60259
O 0.76133 0.33654 1.65990
O -0.70633 1.22239 0.29851
F -1.38547 -1.62787 -0.16865
Cl 0.54671 0.03568 -1.97879
*
```

Q: What is the formula in the third record?
A: ClFIPS